Arrangement w

This record from the Open Molecules 2025 dataset describes a cluster of 2 separate species, C3H4ClN in total. The level of theory is ωB97M-V/def2-TZVPD.

Computed properties:
HOMO (spin up / spin down) in eV: -8.31 / -9.46
Kohn-Sham gap (spin up / spin down) in eV: 7.52 / 8.80
Spin multiplicity: 1
LUMO energy (spin up / spin down) in eV: -0.794 / -0.658

Positions of all 9 atoms, in Å:
C -2.04373 0.89569 0.87492
C -0.83119 0.69459 0.62851
C 0.52737 0.51386 0.37304
N 0.64683 -1.41366 -0.98057
Cl 1.27744 -0.71964 -2.38201
H -3.02165 1.01936 1.12325
H 1.06036 -0.11273 1.22113
H 0.96232 1.04757 -0.35122
H 1.42225 -1.92505 -0.50705

=====

Arrangement x

This record from the Open Molecules 2025 dataset describes a cluster of 4 separate species, C3H4ClN in total. The level of theory is ωB97M-V/def2-TZVPD.

Computed properties:
HOMO in eV: -10.90
Kohn-Sham gap in eV: 10.71
Spin multiplicity: 1
LUMO energy in eV: -0.194

Positions of all 9 atoms, in Å:
C -0.91225 -0.74786 1.22751
C -1.01402 -0.81537 0.00558
C -1.16933 -0.65833 -1.29369
N -1.01303 -0.37762 -2.42770
Cl 2.31599 -0.20775 1.51758
H -0.56012 -0.37930 2.11053
H 0.02679 0.98396 -0.89335
H 0.01469 1.82467 -0.70380
H 2.31129 0.37760 0.45734

=====

Least stable: arrangement w

=====

Arrangement w

This record from the Open Molecules 2025 dataset describes a cluster of 2 separate species, C3H4ClN in total. The level of theory is ωB97M-V/def2-TZVPD.

Computed properties:
HOMO (spin up / spin down) in eV: -8.82 / -8.83
Kohn-Sham gap (spin up / spin down) in eV: 7.92 / 7.92
Spin multiplicity: 1
LUMO energy (spin up / spin down) in eV: -0.907 / -0.906

Positions of all 9 atoms, in Å:
C 0.19842 -0.80929 2.64040
C 0.12044 -0.41698 1.50853
C -0.14356 0.78110 -0.68795
N 0.10757 0.14129 -1.82396
Cl -1.13244 -0.97752 -2.38770
H 0.04797 -1.04148 3.61710
H 0.75361 1.07349 -0.31930
H -1.06859 1.26124 -0.52283
H 1.11659 -0.01185 -2.02429

=====

Arrangement x

This record from the Open Molecules 2025 dataset describes an isolated molecule of C3H4ClN. The level of theory is ωB97M-V/def2-TZVPD.

Computed properties:
SMILES: C=C/C=N/Cl
HOMO in eV: -10.18
Kohn-Sham gap in eV: 11.17
Spin multiplicity: 1
LUMO energy in eV: 0.990

Positions of all 9 atoms, in Å:
C 0.69014 0.05277 -0.00469
C -0.35468 -0.72773 0.00960
C -1.87948 0.14875 0.03250
N -2.82255 -0.62425 0.00944
Cl -4.41242 0.13240 -0.00202
H 1.59078 -0.41983 0.04635
H 0.89044 1.15933 0.03678
H -0.57393 -1.78502 -0.04932
H -1.95648 1.18665 0.04621

=====

Least stable: arrangement w

=====

Arrangement w

This record from the Open Molecules 2025 dataset describes a cluster of 2 separate species, CH2BrNO in total. The level of theory is ωB97M-V/def2-TZVPD.

Computed properties:
SMILES: N=C=O.Br
HOMO in eV: -11.17
Kohn-Sham gap in eV: 11.38
Spin multiplicity: 1
LUMO energy in eV: 0.208

Positions of all 6 atoms, in Å:
C -1.99303 -0.73727 0.11361
N -0.85214 -0.53483 0.27536
O -3.08826 -1.05968 -0.07796
Br 2.37078 0.98987 -0.11207
H -0.27661 0.23101 0.09807
H 3.83926 1.11089 -0.29701

=====

Arrangement x

This record from the Open Molecules 2025 dataset describes a cluster of 2 separate species, CH2BrNO in total. The level of theory is ωB97M-V/def2-TZVPD.

Computed properties:
HOMO (spin up / spin down) in eV: -9.42 / -9.42
Kohn-Sham gap (spin up / spin down) in eV: 9.27 / 9.27
Spin multiplicity: 1
LUMO energy (spin up / spin down) in eV: -0.148 / -0.148

Positions of all 6 atoms, in Å:
C -0.26119 -0.93031 -0.05454
N 0.12013 0.94846 0.59872
O -0.55972 -1.76352 0.70894
Br 0.22999 -0.95143 -1.82623
H -0.62529 1.57094 0.26604
H 1.09608 1.12586 0.30707

=====

Least stable: arrangement x

=====

Arrangement w

This record from the Open Molecules 2025 dataset describes a structure of composition C3H4N2O2S. The level of theory is ωB97M-V/def2-TZVPD.

Computed properties:
HOMO (spin up / spin down) in eV: -8.64 / -8.64
Kohn-Sham gap (spin up / spin down) in eV: 8.56 / 8.56
Spin multiplicity: 1
LUMO energy (spin up / spin down) in eV: -0.078 / -0.079

Positions of all 12 atoms, in Å:
C -1.49463 -0.77534 0.34150
C -0.27679 -0.98865 0.93170
C -0.33615 1.11294 -0.38797
N -1.48485 0.41679 -0.33320
N 0.62869 -0.13430 0.78872
O 2.20160 -0.55952 -1.26728
O 2.44135 1.56776 -0.10840
S 2.50304 0.09108 -0.02250
H -2.19494 -1.59611 0.35083
H -0.07226 -1.79039 1.48732
H 0.30628 1.97946 -0.81089
H -2.22134 0.67630 -0.96983

=====

Arrangement x

This record from the Open Molecules 2025 dataset describes a structure of composition C3H4N2O2S. The level of theory is ωB97M-V/def2-TZVPD.

Computed properties:
HOMO in eV: -9.69
Kohn-Sham gap in eV: 9.40
Spin multiplicity: 1
LUMO energy in eV: -0.296

Positions of all 12 atoms, in Å:
C 0.74852 -0.03525 -1.11208
C -0.65678 0.03090 0.90227
C -2.69621 -0.48780 -0.59600
H 2.61610 -0.96377 1.88601
H -0.20373 0.25894 -1.45376
H -0.35335 0.44402 1.98100
H -3.82240 -1.17517 -0.30467
N 0.56124 -0.06055 0.27259
N -1.94501 -0.21316 0.57524
O 1.76628 -0.03809 -1.61976
O -2.16611 0.05522 -1.62243
S 1.89220 0.38549 1.42056

=====

Arrangement y

This record from the Open Molecules 2025 dataset describes an isolated molecule of C3H4N2O2S. The level of theory is ωB97M-V/def2-TZVPD.

Computed properties:
SMILES: O=C1CN(S)C(=O)N1
HOMO in eV: -9.21
Kohn-Sham gap in eV: 9.63
Spin multiplicity: 1
LUMO energy in eV: 0.420

Positions of all 12 atoms, in Å:
C -0.44703 1.16400 -0.29850
C -0.37998 0.78185 1.21353
C 0.52457 -1.04193 0.05462
H 0.58269 -1.76452 -2.33172
H -1.56634 1.68852 -0.71826
H 0.37274 2.09993 -0.23832
H 0.56526 -0.75116 2.17170
N 0.04919 -0.09056 -0.88828
N 0.50826 -0.24436 1.15651
O -0.77112 1.24205 2.29813
O 0.97018 -2.20348 0.00485
S -0.40842 -0.88034 -2.42425

=====

Least stable: arrangement w

=====

Arrangement w

This record from the Open Molecules 2025 dataset describes a structure of composition C22H25GeIN3Se3TeV. The level of theory is ωB97M-V/def2-TZVPD.

Computed properties:
Net charge: -1
HOMO (spin up / spin down) in eV: -4.85 / -4.89
Kohn-Sham gap (spin up / spin down) in eV: 6.52 / 5.26
Spin multiplicity: 4
LUMO energy (spin up / spin down) in eV: 1.674 / 0.363

Positions of all 57 atoms, in Å:
V -0.88680 -0.68241 1.99749
Se 0.81733 -2.30123 3.29655
Se 0.87344 -1.21642 5.35898
Te 1.80913 0.96715 4.58648
Se 0.33613 1.41252 2.67657
I -2.74580 -0.43631 4.23343
C -3.38220 1.31734 3.33249
C -4.04828 2.22242 4.10035
C -4.60961 3.37220 3.48639
C -4.53383 3.51933 2.13536
C -3.85009 2.56636 1.33074
C -3.84294 2.68192 -0.08692
C -3.21147 1.74461 -0.84206
C -2.47417 0.70475 -0.21356
C -2.37952 0.55594 1.15147
C -3.18409 1.47185 1.92515
H -4.17019 2.06236 5.16345
H -5.12239 4.10730 4.09449
H -5.00386 4.36504 1.64527
H -4.36335 3.51535 -0.54756
H -3.23747 1.80480 -1.92413
H -1.93529 0.02465 -0.86551
N -1.51246 -2.26268 1.09988
C -1.91375 -3.16382 0.48253
C -2.40473 -4.19581 -0.28388
C -2.64966 -3.94919 -1.67466
N -2.84442 -3.73213 -2.79086
C -2.66163 -5.47559 0.30473
N -2.87624 -6.50487 0.77742
C 6.02335 0.94283 -1.04441
C 5.16096 0.15453 -0.06742
C 3.67086 0.38915 -0.28524
C 2.76051 -0.42489 0.63854
Ge 0.87806 -0.21080 0.18653
C 0.48810 -1.52234 -1.23076
C 1.21973 -1.33692 -2.56426
C 0.97156 -0.01824 -3.28484
C 1.64310 0.00900 -4.65144
H 7.09106 0.77747 -0.88536
H 5.83945 2.01731 -0.95164
H 5.79816 0.66450 -2.07832
H 5.41862 0.42410 0.96221
H 5.37173 -0.91600 -0.16040
H 3.44103 0.18457 -1.33880
H 3.45931 1.45603 -0.14143
H 2.89399 -0.12871 1.68085
H 3.00737 -1.49102 0.59899
H 0.79249 1.23006 -0.39626
H -0.59053 -1.57697 -1.39560
H 0.76956 -2.48469 -0.79178
H 0.90778 -2.15049 -3.23060
H 2.29914 -1.46769 -2.41813
H 1.32918 0.81719 -2.67731
H -0.10835 0.13425 -3.39701
H 2.72281 -0.14555 -4.55836
H 1.49225 0.95963 -5.16727
H 1.25696 -0.78177 -5.30058

=====

Arrangement x

This record from the Open Molecules 2025 dataset describes a structure of composition C22H25GeIN3Se3TeV. The level of theory is ωB97M-V/def2-TZVPD.

Computed properties:
Net charge: -1
HOMO (spin up / spin down) in eV: -4.84 / -4.86
Kohn-Sham gap (spin up / spin down) in eV: 6.50 / 4.53
Spin multiplicity: 4
LUMO energy (spin up / spin down) in eV: 1.660 / -0.322

Positions of all 57 atoms, in Å:
V 1.37882 -0.68001 2.15446
Se 2.66643 -2.47444 3.61973
Se 2.59457 -1.53388 5.76326
Te 3.34432 0.80741 5.32074
Se 1.74510 1.60348 3.71611
I -0.86628 -1.25908 3.70747
C -1.30537 -2.87402 2.48846
C -2.37268 -3.64463 2.83716
C -2.71567 -4.75558 2.03163
C -1.97932 -5.02374 0.92006
C -0.86964 -4.21695 0.55322
C -0.13349 -4.52252 -0.62185
C 0.92248 -3.74563 -0.97460
C 1.29391 -2.63714 -0.17240
C 0.64971 -2.27054 0.98726
C -0.48396 -3.10138 1.34309
H -2.95662 -3.42022 3.71977
H -3.55946 -5.37851 2.30231
H -2.23293 -5.86829 0.28904
H -0.42907 -5.37716 -1.22079
H 1.49366 -3.97125 -1.86801
H 2.14674 -2.05757 -0.50746
N 2.93016 -0.27366 1.13095
C 3.85284 0.04304 0.49586
C 4.94563 0.43618 -0.24000
C 5.42122 -0.41856 -1.28212
N 5.80559 -1.11049 -2.12104
C 5.58031 1.68385 0.04876
N 6.09250 2.69074 0.28180
C -0.40516 2.03912 -4.71073
C -0.20179 0.97108 -3.64534
C -0.28418 1.50565 -2.22001
C -0.11872 0.40841 -1.16955
Ge 0.06973 0.97526 0.69529
C -1.72451 1.53249 1.33760
C -2.52707 2.54589 0.51721
C -1.86541 3.90450 0.32863
C -2.72773 4.86409 -0.47971
H -0.32613 1.63729 -5.72353
H 0.33630 2.83773 -4.61804
H -1.38936 2.50805 -4.61688
H 0.77182 0.48768 -3.77988
H -0.94796 0.17855 -3.76909
H -1.24196 2.02275 -2.09171
H 0.48297 2.27617 -2.07876
H 0.77866 -0.17487 -1.40390
H -0.94942 -0.30519 -1.22165
H 0.86927 2.33742 0.56379
H -1.58200 1.90338 2.36132
H -2.30361 0.60968 1.44459
H -3.50987 2.70848 0.98196
H -2.74429 2.12584 -0.47140
H -0.89453 3.77918 -0.15662
H -1.64838 4.33930 1.31169
H -2.93470 4.45677 -1.47411
H -2.24840 5.83568 -0.61870
H -3.69304 5.04015 0.00466

=====

Least stable: arrangement x